No. 1
{
  "formula": "CH7NO",
  "method": "wB97M-V/def2-TZVPD",
  "elements": ["O", "N", "C", "H", "H", "H", "H", "H", "H", "H"],
  "coordinates": [[2.1799, -0.2893, -0.0970], [-0.2935, 0.7260, -0.0806], [-0.9682, -0.6082, 0.0030], [2.6424, 0.6000, 0.3435], [-0.5688, -1.2336, -0.8080], [-2.0598, -0.6957, -0.1898], [1.2274, 0.0248, -0.0689], [-0.8307, 1.2977, -0.7934], [-0.5650, 1.2517, 0.7469], [-0.7636, -1.0734, 0.9443]],
  "lowdin_charge": [-0.1985, -0.0873, -0.1651, 0.1150, 0.0776, 0.0740, -0.0633, 0.1084, 0.0732, 0.0659],
  "energy_ha": -172.25740,
  "smiles": "CN.O",
  "homo_lumo_gap_ha": 0.404
}

***

No. 2
{
  "formula": "C18H32O2",
  "method": "wB97M-V/def2-TZVPD",
  "elements": ["O", "O", "C", "C", "C", "C", "C", "C", "C", "C", "C", "C", "C", "C", "C", "C", "C", "C", "C", "C", "H", "H", "H", "H", "H", "H", "H", "H", "H", "H", "H", "H", "H", "H", "H", "H", "H", "H", "H", "H", "H", "H", "H", "H", "H", "H", "H", "H", "H", "H", "H", "H"],
  "coordinates": [[-4.5703, 5.0748, -0.1395], [-5.7939, 3.8380, 1.6471], [-0.7053, -1.2831, -1.2005], [-4.0971, 0.2889, 0.0182], [-5.0214, 3.8875, 0.6626], [-4.7124, 1.4931, 0.6289], [3.2599, -3.8581, 0.0117], [3.5201, 0.9625, 0.8867], [-2.1831, -1.1508, -0.8497], [2.6823, -0.8782, 2.4207], [-4.2536, 2.6481, 0.1024], [0.0400, -0.0954, -2.0323], [2.4252, 0.2925, 1.7810], [3.6434, 1.4347, -0.3114], [3.2717, -2.0038, 1.5912], [2.4204, -2.6869, 0.6694], [1.4477, -0.7572, -2.3335], [2.4215, -0.1353, -1.9474], [2.5075, 1.4763, -1.2545], [-2.5921, 0.3180, -0.1635], [-2.7289, -1.1331, -1.9706], [-2.0963, 0.2359, 0.6063], [-0.2396, -1.2514, -0.0597], [-2.3351, 0.9571, -0.9072], [-5.0523, 5.9329, 0.5469], [1.4903, -1.6953, -2.4273], [1.6715, -3.0409, 1.2977], [1.7366, 0.0423, 0.8569], [3.4406, -0.3979, 3.1455], [-2.5936, -1.8590, -0.4258], [3.7910, -2.5936, 2.3436], [-3.3328, 2.9263, -0.1517], [-4.5547, 0.2556, -0.9382], [4.4409, 1.0365, 1.7257], [2.0759, -2.1177, -0.1881], [3.6960, -4.5942, 0.5696], [-0.6846, -2.4753, -1.5045], [1.5055, 1.7343, -0.6363], [1.8334, 0.8885, 2.1433], [2.7660, 1.9786, -1.9689], [-4.5942, 2.9301, -0.9988], [-0.5621, -0.2066, -3.1041], [2.6152, -4.4114, -0.8141], [-4.5170, -0.5742, 0.5362], [1.9050, -1.3437, 2.9629], [-0.1828, 0.6315, -1.5072], [3.4358, -0.3885, -2.1528], [-5.5964, 1.4647, 0.8264], [4.2061, -3.5626, -0.6182], [4.2407, -1.4228, 1.1494], [-4.0779, 1.4490, 1.7824], [4.5873, 1.7395, -0.3068]],
  "lowdin_charge": [-0.0847, 0.0614, -0.2221, -0.2067, -0.3622, -0.2406, -0.0948, -0.0956, -0.1820, -0.2728, -0.1909, -0.0926, -0.2591, -0.1546, -0.2659, -0.2511, -0.1479, -0.0502, -0.0558, -0.1107, 0.1637, 0.0216, 0.1385, 0.0753, 0.2471, 0.0349, 0.0974, 0.1353, 0.1508, -0.0072, 0.1150, 0.0808, 0.1064, 0.1583, 0.0733, 0.0092, 0.1605, 0.1609, 0.0305, -0.0135, 0.1858, 0.1681, 0.0971, 0.1271, 0.1137, -0.0240, 0.0992, 0.0287, 0.1014, 0.1604, 0.2233, 0.0594],
  "energy_ha": -854.93269,
  "smiles": "CCCCC/C=C\\C/C=C\\CCCCCCCC(=O)O",
  "homo_lumo_gap_ha": 0.360
}

***

No. 3
{
  "formula": "C4H5N2P",
  "method": "wB97M-V/def2-TZVPD",
  "elements": ["P", "N", "N", "C", "C", "C", "C", "H", "H", "H", "H", "H"],
  "coordinates": [[2.6244, -0.5239, 0.2911], [-0.8440, -0.8450, 0.4457], [-0.8993, 1.2561, -0.3101], [-0.3210, 0.4251, -1.2635], [1.6894, 0.6348, 0.6196], [-0.2735, -0.9856, -0.7568], [-1.1467, 0.4910, 0.7648], [-1.1907, 0.7987, 1.8550], [0.2600, 0.9719, -1.9485], [0.0178, -1.9717, -1.1479], [1.0102, 1.2761, 0.2800], [-0.9268, -1.5275, 1.1706]],
  "lowdin_charge": [0.7387, -0.0138, -0.0093, -0.1733, -0.5189, -0.1495, -0.2092, 0.1391, 0.0756, 0.1080, -0.1246, 0.1370],
  "energy_ha": -606.14026,
  "smiles": "c1c[nH]cn1.C#P",
  "homo_lumo_gap_ha": 0.312
}

***

No. 4
{
  "formula": "C2H7N2O2",
  "method": "wB97M-V/def2-TZVPD",
  "elements": ["O", "O", "N", "N", "C", "C", "H", "H", "H", "H", "H", "H", "H"],
  "coordinates": [[-3.1254, -0.1110, -0.4683], [-0.1727, 1.9705, 0.5512], [-1.1356, -0.9790, -0.1145], [-2.2998, -1.1544, -0.2766], [-0.0061, -0.9909, 0.3820], [1.3082, -0.9885, -0.4944], [-0.4981, 2.7023, 1.0653], [-3.9800, -0.5044, -0.5944], [1.8065, -1.8866, -0.3193], [1.1471, -0.5680, -1.4882], [0.2023, 2.2433, -0.2836], [1.8220, -0.2738, 0.0216], [0.2693, -1.1050, 1.3802]],
  "lowdin_charge": [0.1356, -0.0400, 0.1324, 0.1129, 0.0173, 0.0417, 0.0478, 0.1290, 0.0792, 0.1055, 0.0448, 0.0490, 0.1446],
  "energy_ha": -339.98725,
  "charge": 1,
  "homo_lumo_gap_ha": 0.371
}

***

No. 5
{
  "formula": "C37H64BCaFN9Si4Te",
  "method": "wB97M-V/def2-TZVPD",
  "elements": ["Te", "Ca", "Si", "Si", "Si", "Si", "F", "N", "N", "N", "N", "N", "N", "N", "N", "N", "C", "C", "C", "C", "C", "C", "C", "C", "C", "C", "C", "C", "C", "C", "C", "C", "C", "C", "C", "C", "C", "C", "C", "C", "C", "C", "C", "C", "C", "C", "C", "C", "C", "C", "C", "C", "C", "B", "H", "H", "H", "H", "H", "H", "H", "H", "H", "H", "H", "H", "H", "H", "H", "H", "H", "H", "H", "H", "H", "H", "H", "H", "H", "H", "H", "H", "H", "H", "H", "H", "H", "H", "H", "H", "H", "H", "H", "H", "H", "H", "H", "H", "H", "H", "H", "H", "H", "H", "H", "H", "H", "H", "H", "H", "H", "H", "H", "H", "H", "H", "H", "H"],
  "coordinates": [[-0.1103, -0.0545, 1.8882], [-0.8379, 1.3891, -2.5429], [-0.6514, -4.6582, 2.0964], [2.3809, -2.8301, 3.4772], [0.1170, -2.5390, 2.8805], [-1.1081, -2.1725, 4.8665], [4.6434, 4.7472, 0.6645], [-2.2876, 1.8996, -4.2772], [0.8306, 0.5165, -1.5133], [-2.2245, 3.2087, -0.9131], [-0.4667, -0.4771, -5.1541], [-1.6468, 0.6714, -0.7213], [-0.6096, 4.7701, -2.6952], [-0.6394, -0.6953, -3.8396], [-1.8690, 1.5516, -5.5040], [1.4193, 2.6625, -2.8858], [-0.3466, 2.6221, 2.1012], [-0.3920, -2.6669, -4.8851], [2.7986, -4.3215, 4.5878], [2.5965, 3.7110, 0.0411], [2.4807, -1.6579, -1.3049], [1.8207, 3.6944, 2.7052], [1.5457, 3.9413, -3.5447], [-0.9727, -0.4452, -0.2685], [-3.9780, 2.1726, -5.7254], [3.4953, -2.9991, 1.9467], [-0.4473, -5.9854, 3.4465], [-0.3165, -1.6384, -5.8077], [-2.9563, -2.1313, 4.4142], [1.3634, 3.1986, 0.3983], [3.0597, 4.2011, 2.3516], [2.9588, -1.2739, 4.3941], [3.4290, 4.2184, 1.0207], [2.3815, 1.8365, -2.7416], [-1.7961, -1.7243, -0.1683], [-2.8606, 0.9917, -0.0346], [0.9130, 3.1903, 1.7435], [2.9432, -0.4856, -1.9129], [0.3386, -5.3047, 0.5993], [-2.5691, 4.5786, -1.2605], [-0.5943, -2.0144, -3.6650], [-2.8594, 1.7036, -6.3936], [-2.4843, -4.7838, 1.5877], [3.7848, 2.0090, -3.2580], [0.3966, -0.5640, -0.8603], [-3.5603, 2.2747, -4.3960], [0.8250, 5.0148, -2.7308], [-1.2857, 5.3447, -1.5428], [1.2177, -1.7042, -0.7764], [-0.9427, -3.3739, 6.3367], [-3.3424, 2.3931, -0.4553], [-0.7426, -0.4616, 5.6064], [2.0707, 0.5760, -2.0258], [-0.4558, 0.9555, -5.7398], [-1.3275, -0.2783, 6.5112], [-4.9447, 2.4078, -6.1358], [-2.7126, 1.4795, -7.4367], [3.8484, -4.3240, 4.8929], [0.0788, -3.3699, 6.7264], [-0.3022, -3.7238, -5.0672], [-4.1240, 2.5930, -3.5334], [1.5287, 3.6814, 3.7491], [4.5406, -3.1744, 2.2133], [-3.1293, 5.0876, -0.4618], [-1.6118, -3.0867, 7.1513], [0.0532, -6.3282, 0.3440], [4.5014, 1.7619, -2.4755], [1.0680, 3.8711, -4.5282], [3.4492, -2.0839, 1.3526], [3.7430, 4.5866, 3.0987], [1.4109, -5.3011, 0.8131], [0.1795, -4.6934, -0.2936], [0.5802, -6.0136, 3.8145], [0.3622, 1.6202, -5.1502], [-3.1042, -1.4823, 3.5460], [1.2645, 5.0291, -1.7222], [4.0391, -1.2554, 4.5580], [-2.6780, 0.9772, 1.0574], [2.6053, -5.2606, 4.0635], [-0.1720, -1.6656, -6.8746], [-1.5087, 6.3966, -1.7434], [1.0080, 5.9889, -3.1954], [3.9499, 1.3375, -4.1026], [-0.7003, -2.4534, -2.6868], [-2.6796, -4.3038, 0.6275], [2.6902, -0.3832, 3.8191], [-3.5671, -1.7394, 5.2313], [-1.0917, -5.7618, 4.3001], [-1.1782, -2.6062, -0.0245], [2.5792, 4.2647, -3.6935], [-3.1982, 4.5700, -2.1565], [3.1249, -2.5248, -1.2432], [3.1727, -3.8276, 1.3092], [2.4705, -1.1914, 5.3688], [-0.9806, 0.3177, 4.8786], [-0.7550, 3.7700, -2.6668], [-3.1233, -4.2999, 2.3296], [-4.0609, 2.3165, -1.2781], [-2.3676, -1.8397, -1.0980], [-2.5070, -1.6674, 0.6542], [0.3153, -0.3510, 5.8603], [-1.1372, 2.6913, 1.3612], [-1.1828, -4.4011, 6.0524], [-0.2536, 0.8884, -6.9232], [-2.8008, -5.8268, 1.5078], [-3.8668, 2.8588, 0.3920], [-3.3355, -3.1240, 4.1595], [-1.5209, 3.2220, -0.1806], [-0.7003, 2.7973, 3.1146], [2.1852, -4.3154, 5.4925], [-0.6597, 5.3037, -0.6359], [0.8822, -2.5991, -0.2720], [2.9260, 3.7166, -0.9931], [3.9825, 3.0218, -3.5942], [0.7304, 2.7559, -0.3666], [-3.6910, 0.2865, -0.2105], [3.9508, -0.4395, -2.2998], [-0.7044, -6.9846, 3.0839]],
  "lowdin_charge": [1.1413, 1.3008, 0.3581, 0.3262, 0.1674, 0.3154, -0.0026, -0.0785, -0.0323, -0.1152, -0.0945, -0.2719, -0.0501, -0.0141, -0.0944, 0.0220, -0.2788, -0.0686, -0.2269, -0.0459, -0.0451, -0.0602, -0.1980, -0.6729, -0.0715, -0.2260, -0.2197, -0.0972, -0.2284, -0.0731, -0.0444, -0.2301, -0.3010, -0.2833, -0.1151, -0.2819, -0.3753, 0.0037, -0.2241, -0.2161, -0.1485, -0.0918, -0.2150, -0.0107, -0.3725, -0.1541, -0.2159, -0.2199, -0.0588, -0.2220, -0.2083, -0.2374, -0.2173, -0.4291, 0.0234, 0.0831, 0.1139, 0.0214, 0.0127, 0.0832, 0.0865, 0.1008, 0.0252, 0.1165, 0.0212, 0.0249, 0.0887, 0.1213, 0.0129, 0.1059, 0.0086, 0.0049, -0.0002, 0.0582, 0.0147, 0.0930, 0.0235, 0.0739, 0.0041, 0.1113, 0.1148, 0.1171, 0.0973, 0.0905, 0.0096, 0.0085, 0.0233, 0.0060, 0.0203, 0.1005, 0.1110, 0.1101, 0.0047, 0.0100, -0.0093, 0.0265, 0.0023, 0.0951, 0.0890, 0.0672, 0.0092, -0.0147, -0.0004, 0.0706, 0.0245, 0.1148, 0.0023, 0.0673, 0.0273, 0.0116, 0.1167, 0.0766, 0.0923, 0.0629, 0.0791, 0.1080, 0.1042, 0.0237],
  "energy_ha": -4169.62031,
  "charge": -1,
  "homo_lumo_gap_ha": 0.170
}

***

No. 6
{
  "formula": "CH5N2S",
  "method": "wB97M-V/def2-TZVPD",
  "elements": ["S", "N", "N", "C", "H", "H", "H", "H", "H"],
  "coordinates": [[-0.2871, -2.2838, 0.5128], [-0.2621, -0.6767, 0.1129], [0.4531, 1.4271, -0.3663], [0.4229, 0.4080, 0.4109], [1.0976, 0.2909, 1.3028], [-0.6479, -0.3325, -1.8017], [-1.4028, -2.4619, 1.1812], [-0.1243, 1.2331, -1.2449], [0.7506, 2.3958, -0.1077]],
  "lowdin_charge": [0.9345, -0.4170, 0.1526, -0.3013, 0.1824, 0.2740, -0.1097, 0.1096, 0.1749],
  "energy_ha": -548.37335,
  "charge": 1,
  "homo_lumo_gap_ha": [0.289, 0.328]
}